The following is a DFT calculation (ωB97M-V/def2-TZVPD) of a cluster of 2 separate species, C3H8NO2S in total.

ORCA input file:
```
! RIJCOSX wB97M-V def2-TZVPD def2/J DEFGRID3
* xyz 1 3
C -0.083 -0.446 -1.853
C 0.267 -1.355 -0.781
C -0.390 1.186 1.146
N -0.237 -1.442 0.419
O 0.284 2.329 0.891
O -1.577 0.946 0.967
S 0.815 0.179 1.965
H 0.841 0.025 -2.237
H -0.549 -1.046 -2.653
H 1.051 -2.029 -1.073
H 0.156 -2.157 0.978
H -0.980 -0.757 0.776
H -0.254 2.990 0.472
H -0.739 0.381 -1.533
H 1.396 1.197 2.517
*
```

Properties
Largest force on an atom ... 6.655 eV/Å
Energy relative to the best compared isomer or geometry (same formula, charge and spin) ... 14.50 kcal per mole
Highest occupied orbital energy (alpha / beta) ... -10.6108 / -15.6205 eV
E_LUMO (alpha / beta) ... -4.135 / -9.587 eV
Energy ... -19648.787 eV